A cluster of 10 separate species, C61H144N9O11 in total, computed with ωB97M-V/def2-TZVPD.

Output
- spin multiplicity = 1
- net charge = +7
- frontier orbital gap (eV) = 4.10
- DFT total energy (Ha) = -3728.0049

Geometry as XYZ:
```
225
Properties=species:S:1:pos:R:3:forces:R:3:lowdin_charge:R:1
C 14.1973 23.9544 -1.4904 2.8 -3.3 0.8 -0.047
C 14.5712 25.0607 -0.7713 -2.0 2.9 -1.9 -0.395
C 15.7722 24.9728 0.2124 -1.3 4.7 2.0 -0.412
O 16.0707 25.9510 1.0118 -1.1 -1.1 -1.6 -0.128
C 16.5392 23.8839 0.2317 1.3 -4.2 -0.4 -0.074
C 16.3287 22.7098 -0.5495 1.5 0.9 -1.2 -0.371
C 14.9995 22.6889 -1.3740 -1.8 3.0 0.7 -0.399
O 14.5691 21.6699 -1.8674 0.0 -2.4 -1.0 -0.056
O 17.2471 21.8635 -0.7844 -1.5 0.2 0.5 -0.111
O 13.8874 26.1311 -1.0966 2.0 -0.9 2.1 -0.163
H 13.3593 24.0244 -2.1680 0.0 -0.2 0.0 0.076
H 17.3814 23.8516 0.9071 0.2 0.2 0.0 0.093
C 20.3048 17.1637 -2.4014 -0.3 0.2 -1.2 -0.009
C 20.0687 17.5680 -3.9003 0.7 -2.2 0.2 -0.287
C 18.9794 16.6893 -4.5710 0.1 0.7 -1.0 -0.163
O 18.7899 17.2568 -5.8746 -0.5 0.5 1.1 -0.235
C 17.7215 16.6391 -6.6339 1.3 0.3 0.2 -0.037
N 19.6562 18.9772 -4.0987 -0.1 -0.4 1.8 0.238
H 20.4109 19.6444 -4.0267 0.4 0.2 -0.4 0.178
H 19.1403 19.0019 -4.9667 -0.4 0.3 -0.7 0.149
H 19.0933 19.1277 -3.2737 -1.0 0.9 0.0 0.169
H 20.7759 17.9599 -1.8250 0.1 -0.1 0.0 0.084
H 20.9309 16.2714 -2.3956 0.1 0.2 0.0 0.100
H 19.3685 16.8694 -1.9273 -0.1 0.2 0.0 0.085
H 20.9874 17.4627 -4.4773 0.0 -0.2 0.1 0.160
H 18.0300 16.7004 -4.0356 -0.1 0.3 0.4 0.129
H 19.2426 15.6367 -4.6753 0.5 0.0 0.2 0.147
H 17.7248 17.2453 -7.5397 -0.2 -0.7 -0.2 0.100
H 16.7341 16.6774 -6.1737 0.1 0.1 0.4 0.087
H 18.0755 15.6124 -6.7268 -0.6 -0.1 -0.8 0.104
C 14.8616 24.5144 -7.2247 -0.5 0.1 0.1 -0.015
C 14.5788 23.0285 -7.4922 -0.1 -1.2 -0.5 -0.282
C 13.1084 22.6130 -7.4766 -1.3 0.0 1.3 -0.166
O 12.7570 21.2060 -7.6442 0.9 0.5 -0.6 -0.171
C 13.0999 20.2732 -6.5993 0.2 1.4 1.5 -0.069
N 14.9675 22.5409 -8.8798 1.0 0.6 -0.9 0.227
H 14.4454 21.7239 -9.1625 -0.8 -0.6 0.3 0.157
H 14.7845 23.2304 -9.5948 -0.4 0.6 -0.3 0.173
H 15.9272 22.2861 -9.0649 0.7 0.0 0.5 0.171
H 14.3118 25.1959 -7.8738 0.0 -0.3 -0.5 0.097
H 15.9031 24.8352 -7.2072 0.1 -0.5 -0.3 0.088
H 14.4842 24.8091 -6.2455 0.0 -0.5 0.2 0.099
H 15.1198 22.3430 -6.8400 0.1 0.4 0.3 0.145
H 12.5452 23.1518 -8.2386 0.1 -0.3 -0.5 0.146
H 12.7133 23.0775 -6.5732 -0.2 -0.6 0.5 0.138
H 12.8326 19.2179 -6.6541 -0.3 0.2 -1.5 0.095
H 12.5607 20.5686 -5.6993 0.2 0.3 0.3 0.092
H 14.1666 20.3231 -6.3806 0.1 -0.1 0.0 0.073
C 16.7029 23.0682 8.8712 -0.3 2.1 1.3 0.006
N 15.2164 23.4052 9.0064 -0.2 -1.6 0.3 -0.302
C 14.6993 22.3342 10.0392 -1.0 1.8 -0.5 0.027
C 14.9273 24.8312 9.5596 0.0 -0.7 -0.6 0.034
C 14.4601 23.1237 7.6429 0.5 1.2 1.2 -0.049
C 14.8707 24.1137 6.5334 -2.1 -0.6 0.5 -0.280
O 16.1524 23.9038 6.1561 2.2 -0.2 -0.6 -0.036
H 17.0117 23.0381 9.9162 0.3 -0.8 -0.1 0.105
H 17.2077 23.9786 8.5482 0.0 -0.4 -0.8 0.098
H 16.9094 22.1739 8.2833 -0.3 0.3 0.2 0.117
H 15.0766 22.5340 11.0421 0.4 0.1 -0.3 0.110
H 14.8928 21.3022 9.7463 0.1 0.3 -0.3 0.114
H 13.6369 22.5757 10.0718 -0.1 -0.6 0.1 0.101
H 15.1777 24.9928 10.6080 0.4 -0.7 0.0 0.112
H 13.8527 25.0033 9.4974 0.0 -0.1 -0.3 0.108
H 15.4622 25.5840 8.9804 0.0 -0.3 -0.2 0.098
H 13.3921 23.1630 7.8569 0.0 0.4 0.1 0.130
H 14.6521 22.0699 7.4407 0.4 0.2 -0.4 0.135
H 14.7452 25.1764 6.7409 -0.5 0.0 0.8 0.122
H 14.2340 23.9309 5.6677 -0.6 -0.3 0.1 0.133
H 16.2340 24.4876 5.3984 0.9 -0.1 -0.4 0.115
C 18.5316 33.8525 5.2812 -1.4 0.2 -1.3 0.017
N 17.6612 32.6258 5.5861 0.1 -0.8 0.1 -0.313
C 17.0955 31.9494 4.3151 0.0 1.1 0.4 0.022
C 18.6065 31.6384 6.2710 -0.5 0.6 -0.4 0.015
C 16.5431 33.0666 6.5815 -2.0 -0.5 -0.6 -0.039
C 15.1444 32.3229 6.5195 0.9 0.5 0.0 -0.246
O 15.3706 31.0171 6.8889 0.5 -2.0 0.0 -0.062
H 19.4559 33.5440 4.7927 0.2 0.0 0.7 0.113
H 18.5536 34.5490 6.1194 0.6 -0.7 0.4 0.119
H 18.0437 34.4682 4.5256 -0.4 -0.3 -0.2 0.106
H 17.8842 31.7287 3.5959 0.2 0.6 0.1 0.108
H 16.3573 32.6683 3.9596 0.2 -0.2 -0.5 0.103
H 16.6026 30.9874 4.4558 0.0 0.2 0.9 0.102
H 18.0302 30.7430 6.5036 0.2 0.3 0.6 0.105
H 19.0477 32.2293 7.0736 -0.2 -0.7 0.4 0.115
H 19.4193 31.3729 5.5951 -0.2 0.1 -0.2 0.105
H 16.2421 34.0951 6.3822 0.8 0.2 0.0 0.136
H 16.9178 32.9218 7.5948 0.2 0.2 -0.2 0.140
H 14.6091 32.3424 5.5702 0.4 0.5 -0.4 0.115
H 14.4320 32.7054 7.2504 0.4 1.1 0.1 0.135
H 14.5640 30.5286 6.7090 0.0 -0.3 0.2 0.103
C 11.9364 17.6016 0.2252 1.8 -0.3 -0.4 0.043
N 13.0764 16.5440 -0.1223 -1.1 0.2 3.0 -0.308
C 14.4626 16.9895 0.4575 -2.3 -0.3 -1.1 0.051
C 12.6862 15.2382 0.6088 0.5 -0.9 -1.9 0.011
C 13.2605 16.3811 -1.6323 -0.4 -0.1 -1.1 -0.083
C 13.4908 14.9501 -2.2762 0.0 0.0 1.3 -0.188
O 14.7002 14.3521 -1.8085 -0.2 0.9 0.6 -0.066
H 10.9451 17.1648 0.1036 0.3 0.0 -0.6 0.108
H 12.2091 18.4763 -0.3652 -0.6 -0.1 -0.4 0.101
H 12.0010 17.9609 1.2522 0.5 -0.6 0.2 0.100
H 14.5391 18.0185 0.1063 0.7 -0.1 0.0 0.106
H 15.0522 16.2266 -0.0509 0.9 0.5 0.6 0.095
H 14.4241 16.9498 1.5461 0.1 -0.2 -0.2 0.109
H 13.5666 14.6059 0.4934 -0.2 -0.3 -0.1 0.098
H 11.8508 14.8212 0.0464 0.1 -0.1 0.0 0.104
H 12.3929 15.1433 1.6543 0.2 1.5 0.1 0.118
H 14.0237 17.0946 -1.9432 0.3 -0.2 0.3 0.128
H 12.3636 16.8173 -2.0720 -0.2 -0.4 -0.1 0.127
H 13.4878 14.9190 -3.3657 -0.2 0.9 0.0 0.131
H 12.6241 14.3657 -1.9672 0.0 -0.3 0.0 0.110
H 15.0486 13.6843 -2.4037 -0.3 -0.1 -0.2 0.102
C 8.9210 32.7108 0.1643 1.7 -0.8 0.4 0.034
N 10.2533 32.0575 -0.2614 0.2 -0.1 1.1 -0.327
C 9.9364 31.0258 -1.3690 -0.1 0.4 0.9 0.023
C 11.2254 33.1557 -0.7674 -1.4 -1.6 -0.9 0.032
C 11.0311 31.5214 1.0084 -1.4 -2.0 -0.9 -0.059
C 10.3089 30.4445 1.9294 0.8 1.2 -1.2 -0.221
O 9.4964 31.1804 2.8008 0.0 0.1 0.3 -0.049
H 9.1385 33.2291 1.0982 0.0 0.7 -0.4 0.106
H 8.2593 31.9189 0.5153 -0.3 0.0 -0.8 0.106
H 8.6521 33.3204 -0.6983 -0.6 0.0 0.5 0.119
H 9.2107 30.2805 -1.0435 0.4 -0.1 0.7 0.094
H 10.8445 30.5328 -1.7162 -0.1 0.3 -0.1 0.112
H 9.3530 31.5230 -2.1438 0.7 0.4 -0.2 0.108
H 11.0438 33.1880 -1.8418 -0.1 0.7 0.1 0.105
H 12.2288 32.7378 -0.6868 0.0 0.6 0.5 0.102
H 10.9450 34.0695 -0.2435 0.6 -0.1 -0.1 0.116
H 11.3063 32.3884 1.6090 -0.2 -0.1 -0.1 0.135
H 11.9125 31.0495 0.5743 0.1 0.1 0.1 0.122
H 11.1346 29.8651 2.3426 0.1 0.3 0.8 0.120
H 9.7511 29.6587 1.4201 -0.3 0.3 -0.6 0.114
H 9.3748 30.7525 3.6515 0.0 -0.2 0.0 0.106
C 19.8473 27.6198 -4.5114 0.2 1.1 0.2 0.010
N 21.0575 28.2532 -3.8016 -0.3 -1.6 -0.1 -0.322
C 20.5275 28.5720 -2.3568 2.1 1.2 -1.1 0.041
C 22.1391 27.1694 -3.6888 -1.4 0.2 0.4 0.016
C 21.6448 29.4973 -4.5185 0.0 0.5 -0.3 -0.062
C 22.3792 29.2907 -5.9050 -0.6 -0.9 1.2 -0.203
O 23.6886 28.8378 -5.6721 0.0 -0.1 0.5 -0.053
H 19.2284 28.4798 -4.7670 -0.2 -0.3 -0.2 0.109
H 19.3140 26.9902 -3.7991 0.2 0.1 0.0 0.099
H 20.0873 27.0211 -5.3901 0.4 0.4 0.1 0.102
H 19.8238 27.8424 -1.9561 0.2 0.1 -0.4 0.110
H 20.1993 29.6114 -2.3690 -0.7 -0.3 -0.1 0.104
H 21.4464 28.6429 -1.7746 -0.1 -0.4 0.3 0.099
H 21.6510 26.3411 -3.1752 0.1 0.1 0.4 0.103
H 22.9370 27.6059 -3.0880 0.2 -0.4 -0.5 0.115
H 22.3729 26.7546 -4.6692 0.5 0.7 0.0 0.106
H 22.3359 29.9823 -3.8292 0.1 -0.3 0.2 0.138
H 20.8189 30.2015 -4.6194 -0.2 -0.2 -0.2 0.128
H 22.4077 30.1868 -6.5250 -0.5 0.2 0.4 0.140
H 21.8151 28.5097 -6.4147 -0.2 0.0 -0.5 0.109
H 24.2431 29.0667 -6.4216 0.2 0.0 -0.1 0.110
C 2.3969 22.5214 -1.1847 -0.4 -1.3 1.3 -0.117
C 2.9388 23.7921 -1.7538 -0.2 0.2 0.6 -0.244
C 3.9983 24.4780 -0.8559 1.1 -0.4 -0.5 -0.161
C 5.2381 23.5392 -0.6369 1.5 1.3 0.9 -0.058
N 6.5747 24.2460 -0.0668 -0.4 0.3 -1.2 -0.196
C 6.2570 24.9118 1.3271 0.4 -1.4 -1.0 -0.073
C 7.4339 24.6084 2.2234 2.0 0.5 -1.7 -0.123
C 8.5243 24.0261 1.2334 0.6 -0.9 1.9 -0.163
C 7.7895 23.2734 0.1511 -1.4 1.3 0.4 -0.070
C 7.0847 25.2764 -1.1136 0.2 -1.1 -0.8 -0.081
C 7.3789 24.7325 -2.6467 0.0 1.3 1.5 -0.179
C 8.2638 25.7157 -3.4839 -1.0 -0.5 0.0 -0.092
H 3.1506 21.8529 -0.7686 0.3 0.0 -0.1 0.063
H 1.8436 21.8846 -1.8750 0.0 0.4 -0.3 0.090
H 1.7263 22.7188 -0.3484 -0.1 0.0 0.0 0.088
H 2.1003 24.4880 -1.7263 0.1 0.1 -0.8 0.120
H 3.2544 23.5166 -2.7601 0.4 0.9 -0.1 0.116
H 3.5588 24.8422 0.0727 -0.1 -0.7 0.4 0.117
H 4.2881 25.4361 -1.2874 0.3 -0.2 -0.6 0.100
H 5.6896 23.1128 -1.5326 -0.9 -0.3 -0.2 0.119
H 5.0561 22.7935 0.1369 -0.2 -0.2 -0.3 0.120
H 6.1660 25.9871 1.1740 -0.6 -0.3 -0.1 0.133
H 5.3849 24.3748 1.7001 -0.3 0.7 -0.2 0.131
H 7.8397 25.5810 2.5020 -0.1 -0.3 1.0 0.111
H 7.2950 23.8928 3.0337 -0.4 0.5 0.0 0.124
H 9.3155 24.7145 0.9363 -0.6 0.5 -0.6 0.115
H 9.1512 23.3671 1.8340 -0.2 -0.5 -0.1 0.113
H 8.3601 23.1538 -0.7698 -0.4 0.0 0.1 0.120
H 7.3446 22.3336 0.4780 0.3 0.0 0.1 0.135
H 7.9930 25.7083 -0.6935 0.0 0.0 0.0 0.115
H 6.3004 26.0328 -1.1427 0.2 0.1 -0.3 0.109
H 6.3774 24.6416 -3.0672 0.2 0.0 -0.4 0.098
H 7.9132 23.7962 -2.8079 -0.4 -0.4 0.9 0.097
H 8.0788 25.3667 -4.4999 -0.1 0.6 -0.3 0.077
H 9.3451 25.6130 -3.3930 -0.1 -0.1 0.7 0.073
H 7.9656 26.7564 -3.3572 0.0 0.0 -0.2 0.072
C 22.5604 25.3802 3.2737 1.0 -0.4 0.5 -0.099
C 23.3317 24.2128 2.6898 0.5 0.4 -0.4 -0.266
C 23.0597 22.9531 3.4743 -0.1 -1.7 0.4 -0.210
C 23.6183 21.6771 2.8578 1.4 0.3 0.4 -0.126
N 23.7441 20.4658 3.7987 -2.2 0.0 -1.0 -0.156
C 24.8250 20.6421 4.9255 -0.8 1.6 -1.6 -0.080
C 25.3657 19.3194 5.0887 0.8 -4.3 1.5 -0.166
C 24.7993 18.3825 4.0161 -0.2 -0.9 -1.6 -0.142
C 24.1774 19.2518 2.9607 0.1 0.4 0.3 -0.118
C 22.2742 20.1264 4.4203 1.0 0.9 -0.7 -0.051
C 21.1693 19.7011 3.4191 -0.6 0.6 1.2 -0.208
C 19.7278 19.9161 4.0137 0.2 -0.6 -0.1 -0.085
H 23.1015 26.3111 3.1046 -0.4 0.1 -0.4 0.079
H 22.7308 25.1834 4.3322 -1.0 0.5 0.4 0.075
H 21.5263 25.3828 2.9291 0.0 0.2 0.4 0.082
H 24.3880 24.4486 2.8187 0.2 -0.1 -0.2 0.121
H 23.1635 24.1628 1.6141 -0.1 -0.5 -0.1 0.114
H 22.0077 22.7420 3.6660 -0.3 0.6 -0.2 0.111
H 23.5085 23.0051 4.4663 0.1 0.5 0.2 0.119
H 24.6784 21.7938 2.6328 0.0 0.4 -0.4 0.131
H 23.1130 21.4868 1.9109 -0.1 -0.8 0.3 0.133
H 24.4796 21.1274 5.8383 -0.5 0.0 -0.4 0.146
H 25.6359 21.2221 4.4850 -0.4 0.6 -0.1 0.143
H 25.1244 18.7706 5.9990 -0.4 0.7 0.5 0.130
H 26.4526 19.2836 5.1634 0.0 0.3 -0.6 0.139
H 23.9838 17.7052 4.2699 0.4 -0.1 1.1 0.120
H 25.5498 17.7794 3.5051 0.1 -0.1 0.4 0.131
H 23.2956 18.8706 2.4458 0.0 -0.1 0.4 0.116
H 24.9003 19.3735 2.1541 0.1 1.4 0.2 0.141
H 22.0485 21.1188 4.8104 -0.3 -0.4 0.4 0.104
H 22.4088 19.3962 5.2183 0.2 0.1 -0.1 0.138
H 21.1892 18.6274 3.2324 0.4 0.1 -0.4 0.108
H 21.2039 20.3056 2.5128 0.3 -0.3 -0.2 0.104
H 19.4365 20.9093 4.3557 0.5 0.2 -0.2 0.072
H 19.5178 19.2333 4.8370 0.3 0.0 0.2 0.075
H 19.0160 19.6156 3.2449 0.0 0.2 -0.1 0.074
```
Forces are in eV/Å.